No. 1
Molecular formula: C24H40Cl14NO2
Method: DFT, ωB97M-V/def2-TZVPD

Geometry (Å):
1 H 5.005 -3.140 -2.366
2 H -1.114 2.925 1.371
3 H -1.360 1.218 5.024
4 Cl -8.571 -5.166 -1.244
5 Cl -8.928 -2.029 7.143
6 H -2.247 0.853 2.566
7 H 5.911 -5.516 -2.406
8 Cl -8.143 -3.560 4.192
9 H -9.355 -3.755 1.167
10 H 3.472 -1.195 -1.886
11 H -7.808 -3.566 2.006
12 C 5.837 4.987 -6.223
13 C 1.945 1.792 4.669
14 C 4.670 4.045 -6.000
15 C -0.631 1.251 4.126
16 C 2.934 -0.656 -2.668
17 H 6.728 3.559 -1.601
18 C -8.390 -1.816 4.465
19 H -4.492 0.937 0.554
20 C -5.241 0.147 0.629
21 C -5.028 -0.925 -0.420
22 H -7.785 -5.736 0.890
23 C -0.026 2.689 1.139
24 Cl 5.087 2.358 -6.389
25 H -5.710 -1.764 -0.277
26 Cl 0.623 -1.191 -1.283
27 Cl 3.861 -3.198 -4.430
28 H -7.954 -0.290 5.910
29 C 0.499 1.241 1.293
30 H 3.853 2.277 0.289
31 H 0.420 4.817 0.557
32 C -0.318 0.001 1.758
33 H 1.531 -2.193 -3.194
34 Cl 5.769 1.814 -0.365
35 C 5.050 -5.213 -3.003
36 H -6.647 -4.686 0.038
37 H 6.080 -3.475 -3.729
38 H -6.227 0.598 0.502
39 C 0.773 0.708 4.668
40 Cl -7.981 -2.112 0.175
41 H -6.881 -1.691 6.016
42 C 6.778 2.471 -1.678
43 H 5.234 2.240 -3.181
44 H 1.173 -0.212 4.133
45 H 2.539 0.170 0.941
46 C -7.910 -1.378 5.833
47 H -7.827 -1.292 3.690
48 H 3.840 4.324 -6.651
49 H 3.478 -0.785 -3.604
50 C 2.727 2.419 0.516
51 H 5.506 6.021 -6.104
52 Cl 6.551 0.285 -3.316
53 O 1.783 3.160 4.346
54 H 0.635 0.404 5.772
55 C 0.905 3.778 0.679
56 H 2.345 3.398 3.567
57 O 3.101 1.427 5.024
58 H 5.054 -5.794 -3.927
59 C 1.996 1.169 0.914
60 C -1.295 0.361 2.973
61 H -0.553 2.369 3.863
62 Cl 7.146 4.725 -5.044
63 C -8.279 -3.652 1.022
64 H 0.947 -0.559 -3.532
65 Cl 2.989 1.082 -2.278
66 H -5.203 -0.510 -1.416
67 C 5.117 -3.725 -3.281
68 C -7.701 -4.837 0.277
69 Cl 3.595 -5.658 -2.077
70 H 6.850 2.556 -3.822
71 H 6.256 4.878 -7.225
72 Cl -3.362 -1.555 -0.411
73 C 6.295 2.029 -3.043
74 H 4.319 4.078 -4.967
75 H 7.810 2.165 -1.498
76 H -1.616 -0.630 3.450
77 Cl -5.187 -0.514 2.284
78 H 0.453 -0.735 2.179
79 N 2.291 3.766 0.365
80 C 1.514 -1.166 -2.825
81 H -9.450 -1.598 4.322

Properties
net charge	-1

No. 2
Molecular formula: C5H10O
Method: DFT, ωB97M-V/def2-TZVPD

Geometry (Å):
1 H 1.104 -1.631 0.650
2 H -1.591 0.330 -1.164
3 H 0.813 0.055 -1.536
4 C 1.525 -0.794 0.075
5 H -1.154 0.041 1.895
6 H 1.697 -1.939 -1.552
7 H 0.064 1.973 0.860
8 H -2.010 -1.160 0.911
9 H -2.670 0.468 1.098
10 O 2.244 -1.296 -1.076
11 H 2.291 -0.295 0.676
12 C -0.990 0.369 -0.256
13 C -1.738 -0.101 0.977
14 C -0.043 1.535 -0.133
15 H -0.029 2.279 -0.927
16 C 0.487 0.165 -0.499

No. 3
Molecular formula: C5H9N
Method: DFT, ωB97M-V/def2-TZVPD

Geometry (Å):
1 C -1.819 -0.210 -0.454
2 H 1.344 1.371 -0.061
3 H 1.810 -0.439 1.392
4 C -0.536 -0.501 0.261
5 H 2.175 0.605 -1.483
6 C 1.698 0.448 -0.515
7 C 2.152 -0.652 0.367
8 C -1.243 0.801 0.502
9 H -2.715 -0.758 -0.178
10 H 1.319 -1.500 -0.386
11 H -0.571 -1.230 1.068
12 H -0.830 1.713 0.080
13 N 0.666 -0.591 -0.544
14 H -1.722 0.008 -1.514
15 H -1.727 0.934 1.465

No. 4
Molecular formula: C4H8INO3
Method: DFT, ωB97M-V/def2-TZVPD

Geometry (Å):
1 O -0.646 -2.217 1.327
2 C -1.280 -0.338 0.181
3 I -3.334 0.295 -0.243
4 C -0.376 0.042 -0.998
5 H -2.023 1.299 1.854
6 H 1.500 -0.621 -0.260
7 C 0.882 -0.775 -1.088
8 H 0.498 0.472 1.400
9 H -0.833 -0.401 2.316
10 O -2.340 -2.441 0.052
11 N -1.416 -1.804 0.492
12 H -0.956 -0.152 -1.922
13 O -1.145 1.557 1.574
14 H -0.288 1.158 -0.954
15 H 0.736 -1.724 -1.319
16 H 1.437 -0.363 -1.947
17 C -0.704 0.287 1.418

No. 5
Molecular formula: C14H26BN2O2SV
Method: DFT, ωB97M-V/def2-TZVPD

Geometry (Å):
1 H 2.215 -3.706 0.379
2 C -0.449 -0.075 3.080
3 O -1.520 2.598 -1.084
4 H -0.642 -2.906 1.221
5 H 3.549 -2.715 -0.253
6 H -2.637 -1.631 2.981
7 N -0.910 -0.946 1.962
8 H 1.528 -0.436 -2.803
9 C 2.487 0.978 1.016
10 C 2.155 -1.252 -2.446
11 C 0.975 0.424 2.867
12 N 1.116 1.134 1.562
13 H 1.681 -0.405 2.892
14 C 2.596 -3.183 -0.496
15 H 3.243 1.358 1.709
16 C 0.822 2.578 1.722
17 C -2.742 4.722 -1.441
18 C -0.263 -2.282 2.028
19 C -3.736 5.530 -0.887
20 H -4.581 3.698 1.876
21 H 0.818 -2.195 1.922
22 H -2.871 -0.172 1.971
23 H -0.506 -0.627 4.024
24 O -2.587 2.002 0.854
25 C -4.389 5.171 0.289
26 C -2.451 3.565 -0.759
27 C -3.092 3.210 0.403
28 H 2.725 -3.900 -1.304
29 H 1.573 3.037 2.371
30 H 2.225 -2.000 -3.233
31 H 2.564 1.534 0.082
32 H -2.702 -1.765 1.212
33 V -0.172 0.049 0.245
34 H -4.006 6.451 -1.385
35 S 1.378 -1.960 -0.987
36 C -2.379 -1.137 2.040
37 H 0.829 3.065 0.749
38 H -0.481 -2.770 2.981
39 H -2.228 4.986 -2.354
40 H -5.157 5.820 0.688
41 H 3.146 -0.863 -2.214
42 H 1.242 1.098 3.684
43 H -1.133 0.771 3.137
44 H -0.167 2.704 2.158
45 C -4.076 3.989 0.964
46 H 2.690 -0.073 0.821
47 B -1.587 1.605 -0.077

Properties
net charge	+1
spin multiplicity	4

No. 6
Molecular formula: C2H2N4O2
Method: DFT, ωB97M-V/def2-TZVPD

Geometry (Å):
1 C 0.808 0.145 -0.644
2 N 0.043 1.275 -0.656
3 O 0.925 -1.824 0.833
4 O 1.885 0.209 -1.233
5 H -1.955 1.356 -0.963
6 N -0.997 -0.690 1.080
7 N -1.835 0.036 0.578
8 H 0.555 2.350 -0.679
9 N -1.216 1.238 -0.193
10 C 0.351 -0.778 0.506

No. 7
Molecular formula: C16H24N2O3S
Method: DFT, ωB97M-V/def2-TZVPD

Geometry (Å):
1 H 0.404 -2.432 4.403
2 N 0.697 2.340 -0.923
3 H 1.968 1.441 1.282
4 H -0.120 0.220 1.755
5 C -0.552 3.080 -0.973
6 C -0.011 -1.959 -1.161
7 H 2.461 3.489 -0.933
8 C -0.279 -3.023 2.448
9 C 0.407 0.061 -2.374
10 H -2.445 -1.754 1.586
11 H 1.204 -1.598 3.067
12 H -1.207 -2.163 -4.321
13 H -1.014 -3.498 -2.252
14 H -1.211 -3.459 2.826
15 H -1.794 0.544 2.218
16 C -1.500 -1.339 1.210
17 C 0.244 -1.973 3.427
18 H -1.737 1.311 -0.637
19 H -0.713 3.525 0.013
20 H -0.495 3.883 -1.719
21 H -1.671 -0.951 0.206
22 H 1.031 -0.245 -0.368
23 S 1.132 1.702 -2.428
24 C -1.029 -0.232 2.156
25 H 3.049 1.240 -0.115
26 H -1.684 -1.186 3.970
27 H -0.357 -0.046 4.201
28 H -1.631 1.808 -2.333
29 O 0.515 2.442 -3.494
30 C -0.728 -1.743 -3.450
31 H -2.652 2.713 -1.212
32 C 1.802 2.984 -0.220
33 H 0.451 -3.820 2.295
34 C 0.524 -0.676 -1.215
35 C -0.623 -2.492 -2.289
36 O 0.932 -3.742 0.083
37 O 2.557 1.547 -2.460
38 H -0.284 0.156 -4.380
39 N -0.529 -2.405 1.163
40 C 2.606 1.958 0.568
41 C 0.175 -2.790 0.077
42 H 1.388 3.733 0.459
43 C -1.719 2.164 -1.311
44 C -0.750 -0.819 3.538
45 C -0.214 -0.456 -3.495
46 H 3.402 2.458 1.114

No. 8
Molecular formula: C4H5N2
Method: DFT, ωB97M-V/def2-TZVPD

Geometry (Å):
1 H -1.291 0.871 -1.805
2 H 2.130 1.845 0.319
3 N 0.176 -0.933 0.837
4 C -0.545 -0.762 -0.436
5 C 0.830 0.114 1.269
6 C 1.154 1.186 0.452
7 C -0.717 0.593 -1.012
8 N 0.209 1.442 -0.728
9 H 1.136 0.151 2.374
10 H -1.379 -1.352 -0.125
11 H 0.013 -1.490 -1.100

Properties
net charge	+1

No. 9
Molecular formula: C24H22Cl2NO5RhSSe2
Method: DFT, ωB97M-V/def2-TZVPD

Geometry (Å):
1 C -1.156 0.901 0.180
2 C -0.428 -6.272 3.315
3 O -3.913 1.561 0.075
4 C -0.554 -1.307 1.455
5 C 0.370 -3.665 2.599
6 Cl -0.155 -1.972 -5.368
7 C 4.093 1.252 1.223
8 C 0.470 -0.692 -3.005
9 H 3.869 -0.777 -2.681
10 C -2.007 3.820 -1.796
11 H -5.128 5.753 -2.859
12 O 0.208 2.942 -1.410
13 H 1.284 1.169 2.436
14 H 4.423 1.544 2.221
15 H -2.917 6.468 -3.633
16 H -0.865 5.219 -2.956
17 C 1.581 2.211 2.344
18 H 4.512 -0.867 1.289
19 C -1.709 -5.804 2.683
20 C -4.404 4.088 -1.720
21 Cl -1.918 -1.920 -3.030
22 C -0.979 -0.085 0.840
23 H 0.689 2.822 2.229
24 N -1.684 1.959 -0.480
25 O 1.392 -1.479 -2.853
26 C -0.051 -2.327 0.645
27 C -3.101 2.209 -0.506
28 Se 2.637 2.462 0.722
29 S 0.989 -5.163 3.335
30 Rh 1.444 1.271 -0.924
31 O 0.272 0.426 -2.432
32 H -0.975 -0.678 3.463
33 C -4.254 5.197 -2.548
34 C -0.587 -1.472 2.840
35 H -5.376 3.760 -1.375
36 Se 2.738 -0.687 -0.494
37 C -2.998 5.603 -2.988
38 H 2.941 -0.418 1.949
39 O -0.274 -7.354 3.810
40 C -1.846 4.916 -2.617
41 C 4.244 -0.486 -1.703
42 H 2.145 2.542 3.214
43 C -0.126 -2.648 3.408
44 H 5.034 -1.168 -1.391
45 H -0.017 -2.189 -0.429
46 C -0.994 2.896 -1.247
47 C -0.686 -1.035 -3.969
48 H 4.898 1.471 0.522
49 H -1.545 -5.563 1.633
50 H -1.164 -0.134 -4.332
51 C 3.664 -0.191 1.164
52 H 4.594 0.541 -1.730
53 H -0.149 -2.784 4.482
54 H -2.074 -4.900 3.169
55 H 0.827 -4.282 0.596
56 C -3.258 3.414 -1.359
57 H -2.442 -6.601 2.776
58 C 0.419 -3.497 1.220

Quick rundown of energy above the lowest of the compared OMol25 structures with the same formula, charge and spin, same order as above: 0.0 164.3 500.5 359.2 30.8 563.5 132.4 280.1 0.0 kJ/mol
Quick rundown of calculated total energy, same order as above: -7586.30839 -271.69003 -250.47630 -735.22669 -2175.90972 -446.75810 -1357.50595 -264.50873 -7590.69695 Eh